{"formula": "C50H112F6N4P2", "method": "the ωB97M-V functional and the def2-TZVPD basis", "symbols": ["H", "H", "P", "C", "H", "H", "C", "C", "H", "H", "H", "C", "H", "H", "C", "H", "H", "H", "C", "H", "H", "H", "H", "C", "H", "H", "H", "C", "H", "H", "H", "H", "H", "F", "H", "C", "C", "C", "C", "H", "H", "N", "H", "C", "H", "H", "C", "C", "H", "C", "F", "H", "C", "H", "F", "N", "H", "C", "H", "C", "H", "H", "H", "H", "C", "C", "H", "H", "H", "H", "F", "H", "H", "H", "C", "H", "H", "C", "C", "H", "H", "H", "H", "H", "C", "H", "H", "H", "C", "H", "H", "H", "H", "H", "H", "H", "H", "H", "H", "H", "H", "H", "C", "H", "F", "C", "H", "H", "H", "H", "H", "C", "H", "C", "H", "H", "H", "H", "H", "H", "H", "H", "H", "H", "H", "C", "H", "H", "H", "C", "H", "C", "C", "H", "H", "C", "C", "H", "C", "C", "H", "C", "C", "N", "H", "C", "H", "H", "C", "H", "H", "H", "C", "C", "P", "H", "C", "H", "N", "C", "C", "H", "H", "H", "F", "H", "C", "C", "C", "H", "H", "H", "H", "H"], "xyz": [[1.11473, -0.47092, 6.53765], [-0.70445, 7.06754, 1.91552], [-0.51778, -0.37875, -0.26419], [1.70931, -0.10142, -4.24868], [0.20400, -5.85600, 3.03655], [-2.13455, -4.58689, 2.10359], [-1.69450, 6.69126, 2.17302], [5.31732, -1.62059, 6.27854], [-2.00949, 2.95950, -2.05542], [-3.11606, 2.05659, 4.44009], [3.65014, -2.87407, 4.71929], [4.51282, -2.17875, 0.50568], [2.59130, 1.19449, 7.84299], [4.67346, -1.78155, -1.74411], [3.00720, -2.09077, 5.12077], [1.15746, -3.85493, -2.58079], [3.54899, -0.75320, -0.98058], [-2.39613, -5.49343, -1.27090], [-2.15385, -3.80106, -3.21584], [5.99702, -1.94984, 5.49259], [-0.01709, 1.86882, 6.96719], [-5.41594, 3.59016, -3.42084], [0.23622, 4.09390, 1.16083], [3.97408, -1.02765, 5.74800], [3.66487, -3.13293, 2.27395], [-1.92025, -5.90540, -5.17252], [-1.34017, -6.82254, -1.83091], [-2.06848, 5.37011, 1.47914], [0.87309, 0.62422, 3.61948], [-1.81169, 8.91853, 0.39771], [-1.44927, 1.99266, 3.97151], [4.98736, 4.85030, -4.57358], [2.76199, 3.88206, -3.73294], [-1.06042, -1.75609, 0.33986], [-4.11251, -0.83644, -0.22040], [3.26392, 2.58190, -1.14757], [0.79156, 0.29115, 5.82849], [3.42110, -2.36613, 1.53864], [-0.08500, -5.22836, -1.27574], [-0.84014, -4.97823, 4.23651], [0.87054, 2.43217, 5.72417], [-1.57541, 4.03354, 2.11734], [2.52531, -2.77755, 1.07346], [-2.31322, -6.22896, -4.20868], [-1.80587, -3.28399, -2.32161], [-6.24278, -8.51498, -4.62351], [6.12868, 3.33493, -3.48226], [-5.98097, -7.45988, -4.54396], [-0.06042, -1.89753, 2.96948], [6.26705, -0.63144, 7.09513], [-2.01336, 0.35399, -0.16510], [3.06197, -2.36933, -1.13866], [-2.42457, 2.36236, 3.65495], [-2.48277, 8.61788, 2.80174], [-0.96972, -0.91421, -1.78573], [-3.79331, 2.33513, -3.08296], [-0.67839, -3.99084, 1.25294], [-1.06916, -4.74495, 1.93611], [6.65360, 4.20692, -3.09214], [-4.97602, -0.69462, -0.87026], [5.22499, -3.00133, 0.44020], [-4.14257, -8.41857, -4.28861], [-0.27493, -4.39401, -0.60055], [-3.85037, 1.74639, 2.05342], [3.63164, 1.26382, -3.45654], [0.92165, 1.63449, 6.46525], [6.77826, 2.73375, -4.11845], [2.45061, -0.67580, -4.80424], [3.51797, 3.51459, -0.64394], [-1.65050, 5.41288, 0.47337], [-0.05753, 0.02357, 1.26435], [6.72278, 0.07617, 6.40252], [-4.24876, -5.35688, -4.57696], [7.02544, -1.18329, 7.65047], [-2.10931, 2.78266, 1.27034], [0.72758, -0.12408, -4.72175], [-3.75310, 4.35962, -3.91600], [-4.35991, 3.77527, -3.22432], [-3.82624, -6.23376, -4.08639], [-2.01451, -7.25868, -4.01231], [4.09097, -0.60553, 2.63637], [5.76588, 0.07498, 7.75686], [5.02802, -2.44095, 6.93536], [-6.56363, -6.78128, -5.16694], [-2.70482, 7.86287, 2.04758], [-1.62865, 6.42045, 3.22679], [0.18576, 5.06866, 2.60880], [-3.44299, 9.48594, 0.49926], [-2.26054, 2.39044, -2.95054], [5.62147, 3.14375, -1.37224], [2.18299, 2.57056, -1.28743], [-3.61904, -0.39051, -2.51699], [-3.16737, 4.38880, 3.55056], [-6.29877, -7.30727, -3.51254], [-3.14483, 7.90987, -0.17437], [-1.58321, 3.94691, -4.29064], [-4.22466, 1.82241, -1.06188], [1.36404, -3.83557, 2.43576], [2.36864, -2.48513, 5.91123], [2.11465, 2.94405, 7.77211], [2.36645, 0.94451, 4.49844], [0.27067, 3.24932, 2.82418], [-0.27727, -4.91562, 3.30519], [1.79829, -5.40100, -2.43285], [0.96614, -0.97787, -0.74181], [-4.46011, -7.48827, -4.75958], [0.22651, -5.96555, -4.29463], [-3.13788, 5.44683, 1.28273], [2.62002, -0.28416, 1.82023], [-4.91424, 2.04377, -4.85041], [3.48732, -0.63866, 6.64235], [-1.69765, 2.86330, -4.26217], [0.27348, -6.07943, -0.69671], [-3.88543, 1.86133, -4.53997], [1.65770, -0.53622, -3.25048], [-2.17022, 1.58432, -5.94928], [1.54285, -4.33393, 4.20262], [1.57549, 2.08636, -3.87231], [-2.95051, 3.12406, 0.66707], [5.96234, 1.55769, -2.09085], [-0.71331, 2.40815, -4.37179], [0.11431, -2.25363, 4.66932], [4.16143, -0.15964, 5.11589], [-5.27727, -1.69578, -1.17852], [-3.24101, -3.79788, -3.13721], [3.14397, -1.07091, 2.36301], [4.47445, 1.14332, -4.13715], [-5.61351, 1.91837, -2.02448], [-4.23911, -7.53533, -5.82591], [2.26624, 1.32987, -4.24472], [-2.38967, 0.75655, 2.27103], [-4.59126, 1.54089, -2.04902], [2.20837, 2.00626, 7.22452], [-1.29402, 2.30697, 0.72527], [-0.27661, 0.07438, 5.83947], [-0.02974, -5.09464, -3.69135], [-4.57520, 0.04594, -2.22825], [-3.03020, 3.10068, -5.91202], [-0.06226, 4.08537, 2.20914], [-2.23723, 3.83140, 3.43989], [0.04305, -4.27271, -4.40356], [-2.77869, 1.77455, 2.25037], [-2.82903, 8.59269, 0.61438], [-1.52479, -5.25276, -3.24827], [4.81380, 3.17094, -5.21882], [4.90882, 3.79132, -4.32764], [5.21553, -1.41589, 0.84087], [-5.75227, -0.13420, -0.34923], [3.75250, 3.76381, -3.29359], [3.71326, 4.65288, -2.66422], [3.71268, 0.34761, -2.87165], [-3.68315, 7.39739, 2.16717], [5.53288, 2.54211, -2.27683], [-2.63618, 2.30607, -5.27843], [2.02613, -1.30622, 3.81969], [-4.24348, 4.18723, -2.22191], [3.94658, -1.76695, -0.93200], [-1.15846, -5.69622, 1.41150], [3.99176, 2.46980, -2.55140], [0.89695, -3.94745, 3.41423], [-1.47023, -5.74110, -1.79000], [-2.07670, 1.34496, -2.70299], [2.99065, 2.20616, 6.49227], [-1.52632, 4.16835, 4.19433], [-0.04722, 1.07806, -0.78674], [-5.25578, -0.25935, -3.02305], [0.83634, -4.89406, -2.50874], [1.50745, 0.27654, 4.43483], [0.59593, -2.37240, 3.69873], [2.33637, 1.64664, -5.28531], [-4.12292, -6.21580, -3.03769], [-1.86727, -3.27355, -4.12562], [-3.88746, 0.77422, -4.46070], [3.45800, 1.75958, -0.45893]], "forces_ev_per_angstrom": [[0.72, -0.14, -0.21], [0.16, -0.27, -0.26], [-0.24, -0.55, -2.13], [0.29, 0.51, 0.05], [0.17, -0.28, 1.17], [-0.05, 0.76, 0.15], [0.36, 0.03, 0.76], [0.43, 1.13, 0.76], [0.00, 0.17, -0.10], [-0.13, 0.45, -0.09], [-0.36, -0.28, -0.19], [0.49, 1.00, -1.54], [-0.21, 0.18, 0.35], [0.15, -0.59, 0.17], [1.34, 1.17, 0.23], [-0.27, 0.27, 0.82], [-0.01, 0.25, 0.60], [0.33, 0.23, 0.05], [0.33, -1.07, -0.06], [-0.49, -0.53, -0.27], [0.28, -0.31, 0.93], [0.19, 0.75, -0.43], [0.52, -0.47, 0.21], [0.73, -0.29, 0.97], [0.48, -0.10, -0.04], [-0.43, -0.30, -0.23], [-0.57, -0.05, -0.22], [0.56, 0.86, -1.35], [-0.34, 0.46, 0.12], [0.07, 0.08, -0.42], [0.08, -0.45, -0.10], [0.30, -0.21, -0.60], [-0.09, -1.00, -0.21], [0.23, 0.19, -0.12], [0.01, 0.36, -0.06], [-0.40, -0.65, -1.11], [-0.17, -0.52, -0.20], [-0.29, 0.09, 0.80], [-0.86, 0.18, 0.24], [-0.25, -0.11, -0.36], [-0.07, -0.06, -0.78], [-1.83, 0.14, -1.07], [-0.22, 0.41, -0.15], [0.62, 0.76, 0.36], [0.46, -0.08, -0.18], [-0.75, 0.16, -0.85], [-0.64, -0.31, -0.05], [0.06, -1.00, 0.39], [-0.29, -0.40, -0.27], [-1.24, 0.18, -0.87], [0.64, -1.04, 0.67], [0.27, -0.31, -0.33], [0.03, -0.80, -0.84], [-0.20, -0.25, 0.06], [-0.27, 0.84, 0.66], [0.33, 2.21, -2.31], [0.02, 0.05, 0.38], [-1.14, -0.24, 1.24], [0.19, -0.23, -0.14], [0.54, 0.46, -1.52], [-0.63, -0.57, -0.24], [0.54, 0.14, -0.01], [0.52, 0.05, -0.23], [0.05, -0.02, 0.23], [-0.19, 0.60, -0.22], [-0.12, 2.12, 0.34], [0.20, 0.08, 0.37], [-0.37, -0.37, -0.24], [0.38, -0.01, -0.48], [0.26, -0.46, -0.10], [-0.03, 0.07, -0.93], [0.45, -0.33, -0.25], [-0.10, 0.11, 0.10], [-0.08, 0.08, -0.17], [-0.19, -0.29, 0.89], [0.13, -0.26, -0.09], [-0.53, -0.25, -0.21], [0.46, -1.47, 1.99], [0.13, -0.05, -0.61], [0.73, 0.23, 0.21], [-0.01, -0.20, 0.63], [-0.42, -0.50, 0.43], [0.28, -0.25, -0.13], [0.16, -0.31, -0.21], [-1.13, -0.03, -2.01], [-0.06, 0.41, 0.36], [0.14, -0.32, 0.36], [-0.23, -0.20, 0.81], [-1.28, -0.88, 1.90], [0.01, -0.17, -0.02], [0.02, 0.00, -0.43], [0.36, 0.45, 0.05], [0.12, 0.16, -0.47], [0.46, 0.56, 0.25], [0.03, -0.21, 0.05], [-0.03, -0.07, -0.08], [0.55, 0.00, -0.07], [0.45, -0.92, 0.18], [-0.06, -0.20, -0.22], [-0.19, -0.28, 0.23], [0.11, -0.10, -0.13], [0.22, 0.13, -0.30], [0.33, 0.26, -2.42], [-0.41, -0.67, -0.49], [-0.90, 0.45, 1.83], [-0.56, 1.03, 0.85], [-0.21, -0.33, 0.28], [-0.26, -1.05, 0.62], [-0.09, -0.08, -0.61], [0.41, 0.68, -0.65], [-0.14, 0.22, -0.08], [0.82, -0.18, 0.95], [0.48, 0.39, 0.12], [-0.72, -3.11, 1.45], [-0.23, 0.15, 0.08], [-0.41, -0.28, 0.32], [0.42, 0.27, -0.27], [-0.05, -0.25, 0.77], [0.68, 0.46, -0.43], [-0.33, -0.05, -0.16], [0.10, 0.23, 0.01], [-0.04, 0.10, 0.19], [0.08, -0.06, -0.28], [-0.49, 0.11, 0.34], [0.07, -0.64, -0.14], [-1.20, -0.28, -0.36], [-0.04, 0.44, -0.18], [-0.05, 0.02, -0.53], [0.13, 0.02, 0.04], [0.42, -0.26, 0.69], [0.01, 0.19, -0.73], [0.61, 0.41, -0.01], [-0.01, -0.47, -0.46], [-0.09, 0.62, -0.10], [-0.12, -0.09, -0.99], [-1.06, -1.16, -1.77], [-0.18, -1.25, 1.08], [0.62, 0.15, -0.43], [-1.43, 0.40, -0.55], [0.34, 0.49, 1.72], [-0.36, 0.07, 0.15], [0.78, 0.71, 1.31], [1.56, -0.88, 0.94], [-0.65, 1.09, 0.38], [-0.49, 0.20, 0.14], [-0.09, 0.96, 1.48], [-0.15, 0.47, 0.09], [-0.17, -0.38, -0.01], [0.02, -0.17, -1.58], [0.99, -0.35, 0.64], [-0.42, 0.30, 0.48], [-0.24, 0.33, 0.80], [-0.45, 0.59, -0.66], [-1.72, 1.41, -1.55], [1.80, -1.46, 1.06], [-0.20, 0.37, -0.05], [0.10, -0.10, 1.22], [0.68, -0.14, -0.05], [-0.36, 0.68, 1.92], [-0.43, 2.20, -0.05], [1.57, -0.32, -1.51], [0.72, -0.04, -0.23], [0.19, -0.08, -0.12], [-0.26, 0.51, 0.08], [0.66, 0.12, -0.25], [-0.25, 0.13, 0.11], [-0.32, 0.79, 1.76], [-0.67, 0.01, 0.50], [-0.52, -1.28, -0.42], [0.79, -0.01, -0.04], [-0.03, -0.05, 0.10], [0.06, -0.13, 0.13], [0.19, -0.14, -0.03], [0.54, -0.21, -0.49]], "mulliken_charge": [0.65, 0.47, 1.59, -1.28, 0.34, 0.41, -0.79, -0.79, 0.14, 0.57, 0.62, -1.53, 0.27, 0.65, -0.81, -0.24, -0.34, 0.45, -1.11, 0.37, 0.57, 0.46, 0.43, -0.36, 0.78, 0.54, 0.43, -0.90, -0.07, 0.30, -0.43, 0.42, 0.31, -0.37, 0.19, -1.38, -0.54, 0.24, 0.47, 0.42, 0.05, 0.88, -0.23, -0.76, 0.26, 0.38, -0.59, -1.34, 0.11, -1.31, -0.47, -0.13, -0.21, 0.40, -0.38, 0.19, -0.31, -0.55, 0.31, -1.33, 0.42, 0.41, -0.80, 0.39, -0.44, -0.79, 0.33, 0.51, 0.50, 0.48, -0.15, 0.35, 0.31, 0.37, 0.07, 0.46, 0.37, -0.96, -0.61, 0.33, 0.91, 0.32, 0.40, 0.36, -0.73, 0.42, 0.32, 0.40, 0.68, 0.39, 0.42, 0.08, 0.42, 0.37, 0.24, 0.50, -0.39, 0.00, 0.71, 0.44, 0.69, 0.09, -1.01, 0.50, -0.55, -0.54, 0.34, 0.53, 0.35, 0.55, -0.01, -0.02, 0.74, -0.70, 0.09, 0.49, 0.52, 0.01, -0.11, 0.39, -0.39, 0.81, 0.41, 0.41, 0.36, -0.78, 0.53, 0.43, 0.32, -0.06, 0.15, 0.01, -1.32, -0.28, 0.50, -1.17, -0.23, 0.29, -0.83, -0.93, 0.52, -0.16, -1.10, 0.68, 0.30, -0.64, 0.52, 0.38, -0.62, 0.54, -0.23, 0.30, -0.51, -0.98, 0.33, 0.33, -0.18, 0.42, 0.36, -0.44, -0.98, -0.51, 0.33, 0.54, -0.55, 0.62, -0.02, -0.73, -1.05, 0.39, 0.36, 0.37, 0.32, 0.55], "e_tot_ha": -3472.07788, "gap_ev": 10.188, "charge": 4, "e_homo_ev": -17.91}